DFT (the ωB97M-V functional and the def2-TZVPD basis) results for a 2-piece molecular cluster, H4O2 overall at a distorted geometry.

Output
Energy above the lowest of the compared OMol25 structures with the same formula, charge and spin = 5.2 kcal/mol
SMILES string = O.O
Orbital gap = 11.948 eV

Cartesian coordinates (Å):
H -2.23 -0.52 0.00
H -1.83 0.92 0.13
H 2.12 -0.30 0.68
H 1.32 -0.31 -0.55
O -1.43 0.05 -0.12
O 2.05 0.15 -0.14

---

DFT (the ωB97M-V functional and the def2-TZVPD basis) results for a 2-piece molecular cluster, H4O2 overall at a distorted geometry.

Output
Energy above the lowest of the compared OMol25 structures with the same formula, charge and spin = 7.6 kcal/mol
SMILES string = O.O
Orbital gap = 11.818 eV

Cartesian coordinates (Å):
H -1.93 0.62 -0.04
H -0.67 -0.06 -0.31
H 0.96 -0.20 0.73
H 2.02 0.28 -0.18
O -1.59 -0.34 -0.07
O 1.22 -0.30 -0.14

---

DFT (the ωB97M-V functional and the def2-TZVPD basis) results for a 2-piece molecular cluster, H4O2 overall at a distorted geometry.

Output
Energy above the lowest of the compared OMol25 structures with the same formula, charge and spin = 5.1 kcal/mol
SMILES string = O.O
Orbital gap = 12.308 eV

Cartesian coordinates (Å):
H -0.25 -2.03 -0.06
H -0.93 -1.05 0.93
H 0.65 1.04 -0.15
H 0.62 2.46 -0.63
O -0.62 -1.96 0.84
O 0.53 1.54 -0.94

---

DFT (the ωB97M-V functional and the def2-TZVPD basis) results for a 2-piece molecular cluster, H4O2 overall at a distorted geometry.

Output
Energy above the lowest of the compared OMol25 structures with the same formula, charge and spin = 3.1 kcal/mol
SMILES string = O.O
Orbital gap = 11.479 eV

Cartesian coordinates (Å):
H 1.60 0.93 -0.02
H 1.79 -0.45 0.65
H -1.68 0.82 0.33
H -0.58 -0.29 0.07
O 1.39 -0.04 -0.09
O -1.53 -0.08 -0.04

---

DFT (the ωB97M-V functional and the def2-TZVPD basis) results for H4O2P2S as an isolated structure at a distorted geometry.

Output
Energy above the lowest of the compared OMol25 structures with the same formula, charge and spin = 0.0 kcal/mol
Orbital gap = 9.292 eV

Cartesian coordinates (Å):
O -0.86 -0.94 0.59
O -0.57 1.28 -0.56
P 1.79 -0.61 -0.28
P -1.60 0.09 -0.18
S 0.94 1.15 0.42
H 3.20 -0.29 -0.04
H 1.75 -1.39 1.02
H -2.63 0.87 0.53
H -2.02 -0.16 -1.50

---

DFT (the ωB97M-V functional and the def2-TZVPD basis) results for a 2-piece molecular cluster, H4O3SSi overall at a distorted geometry.

Output
Spin multiplicity = 3
Energy above the lowest of the compared OMol25 structures with the same formula, charge and spin = 36.2 kcal/mol
Expectation value of S² = 2.00
Orbital gap (spin up / spin down) = 6.141 / 5.275 eV

Cartesian coordinates (Å):
O -0.62 -0.36 1.23
O -1.47 1.43 -0.61
O -1.70 -1.03 -1.34
Si -1.26 -0.06 -0.10
S 2.55 -0.30 0.77
H 1.55 -0.16 1.65
H -1.36 1.71 -1.46
H -1.22 -1.76 -1.54
H 3.54 0.51 1.39